{
  "formula": "C4H9O4P",
  "method": "the ωB97M-V functional and the def2-TZVPD basis",
  "symbols": ["C", "C", "C", "C", "O", "O", "O", "O", "P", "H", "H", "H", "H", "H", "H", "H", "H", "H"],
  "coordinates": [[3.206, 1.985, 1.924], [2.852, 0.791, 2.373], [-1.799, 1.991, -1.336], [-0.676, -2.108, 0.038], [3.597, 3.056, 1.639], [1.462, 0.830, -0.881], [-0.853, 0.986, -1.444], [0.012, -1.193, -0.780], [0.096, 0.373, -0.246], [1.963, 0.819, 2.914], [3.387, -0.094, 2.283], [1.313, 0.503, -1.788], [-2.898, 1.640, -1.249], [-1.848, 2.611, -2.288], [-1.500, 2.595, -0.497], [-1.756, -1.924, -0.175], [-0.470, -1.920, 1.056], [-0.447, -3.136, -0.218]],
  "lowdin_charge": [-0.24, 0.00, -0.19, -0.17, 0.15, -0.22, -0.37, -0.36, 0.77, 0.04, 0.04, 0.07, 0.10, 0.10, 0.06, 0.09, 0.05, 0.08],
  "smiles": "COP(O)OC.C=C=O",
  "lumo_energy_ha": 0.0331,
  "charge": 0,
  "homo_ev": -9.06
}

{
  "formula": "C28H49BrMnNO3P3",
  "method": "the ωB97M-V functional and the def2-TZVPD basis",
  "symbols": ["N", "C", "C", "C", "C", "C", "C", "Mn", "P", "C", "C", "C", "C", "C", "C", "C", "Br", "H", "H", "H", "H", "H", "H", "H", "H", "H", "H", "P", "C", "C", "H", "H", "H", "H", "H", "C", "C", "H", "H", "H", "H", "H", "C", "C", "H", "H", "H", "H", "H", "C", "C", "H", "H", "H", "H", "H", "C", "C", "H", "H", "H", "H", "H", "C", "C", "H", "H", "H", "H", "H", "C", "O", "P", "O", "C", "O", "C", "H", "H", "H", "H", "H", "H", "H", "H", "H"],
  "coordinates": [[-6.031, 4.438, -5.773], [-5.902, 4.605, -4.453], [-5.207, 3.685, -3.653], [-4.508, 2.607, -4.269], [-4.724, 2.430, -5.664], [-5.484, 3.374, -6.371], [-3.555, 1.800, -3.508], [-1.610, 0.425, -2.185], [4.094, -0.730, -1.111], [-2.219, 1.537, -3.937], [-1.036, 2.292, -3.399], [0.123, 2.531, -4.156], [1.284, 2.984, -3.528], [1.255, 3.393, -2.167], [0.081, 3.211, -1.428], [-1.095, 2.712, -2.031], [2.803, 3.840, -1.300], [-3.950, 1.376, -2.551], [-2.031, 1.056, -4.904], [-5.166, 3.844, -2.576], [-4.326, 1.564, -6.199], [-6.370, 5.500, -4.016], [-5.655, 3.282, -7.450], [0.122, 2.385, -5.239], [-2.041, 2.770, -1.479], [2.221, 3.054, -4.077], [0.088, 3.418, -0.363], [-0.801, -1.884, -1.740], [4.289, 1.083, -1.186], [5.659, 1.648, -1.545], [3.936, 1.448, -0.210], [3.556, 1.379, -1.945], [5.647, 2.728, -1.362], [6.469, 1.215, -0.952], [5.895, 1.496, -2.602], [3.279, -1.030, -2.726], [4.219, -1.911, -3.551], [3.119, -0.071, -3.241], [2.297, -1.494, -2.556], [3.851, -2.013, -4.577], [5.226, -1.476, -3.598], [4.317, -2.911, -3.111], [2.878, -0.998, 0.229], [3.589, -1.673, 1.414], [2.066, -1.624, -0.160], [2.454, -0.030, 0.533], [2.908, -2.336, 1.958], [4.443, -2.274, 1.073], [3.978, -0.933, 2.125], [-0.456, -2.767, -0.157], [-1.228, -4.049, 0.141], [-0.589, -2.049, 0.667], [0.610, -3.020, -0.194], [-2.288, -3.872, 0.356], [-1.165, -4.783, -0.672], [-0.782, -4.517, 1.026], [-0.028, -3.072, -2.892], [-0.042, -2.738, -4.384], [-0.509, -4.051, -2.726], [1.018, -3.182, -2.544], [-0.781, -3.343, -4.928], [-0.238, -1.681, -4.598], [0.938, -2.975, -4.816], [-2.618, -1.962, -1.935], [-3.451, -1.629, -0.697], [-2.819, -2.974, -2.312], [-2.836, -1.236, -2.754], [-4.236, -0.911, -0.951], [-3.944, -2.519, -0.290], [-2.855, -1.185, 0.108], [-1.209, -1.804, 3.910], [-1.095, -0.926, 2.782], [-1.819, 0.585, 2.747], [-1.685, 1.044, 4.306], [-0.444, 1.070, 5.049], [-0.654, 1.513, 1.995], [-0.365, 2.862, 2.416], [-1.159, -2.822, 3.506], [-2.163, -1.703, 4.451], [-0.375, -1.647, 4.606], [-0.624, 0.514, 5.978], [0.416, 0.622, 4.517], [-0.219, 2.117, 5.287], [-1.274, 3.487, 2.438], [0.123, 2.881, 3.401], [0.331, 3.268, 1.670]],
  "lowdin_charge": [0.08, -0.10, 0.01, -0.21, 0.00, -0.10, -0.02, 0.90, 0.97, -0.14, -0.29, 0.01, -0.05, -0.66, -0.07, -0.09, 0.99, 0.13, 0.13, 0.11, 0.12, 0.13, 0.13, 0.14, 0.13, 0.13, 0.09, 0.92, -0.52, -0.15, 0.05, 0.00, 0.05, 0.08, 0.08, -0.44, -0.18, 0.06, 0.03, 0.06, 0.07, 0.07, -0.43, -0.17, 0.03, 0.07, 0.06, 0.05, 0.07, -0.38, -0.11, 0.06, 0.07, 0.07, 0.08, 0.09, -0.39, -0.13, 0.10, 0.08, 0.09, 0.05, 0.08, -0.43, -0.12, 0.11, 0.05, 0.08, 0.09, 0.05, -0.12, -0.42, 0.86, -0.38, -0.11, -0.42, -0.12, 0.08, 0.10, 0.08, 0.10, 0.10, 0.09, 0.10, 0.07, 0.07],
  "lumo_energy_ha": [-0.3082, -0.2769],
  "charge": 2,
  "homo_ev": [-12.15, -12.16],
  "spin_multiplicity": 6
}

How do the records compare in ΔE to the lowest compared entry with this formula, charge and spin? In the order shown, they have 14.98; 313.69 kJ/mol.